Entry from the Open Molecules 2025 dataset: a structure of composition C8H25O5V in a non-equilibrium geometry (ωB97M-V with the def2-TZVPD basis set).

Each line ends with the Mulliken charge.
Cartesian coordinates (Å):
V: -6.2057 8.1573 -11.0329  1.042
O: -4.5648 9.2069 -11.1797  -0.890
H: -4.4259 10.1581 -11.2100  0.348
C: 0.1777 10.4715 -10.3479  -1.285
C: -1.0435 9.9880 -11.0764  0.135
O: -1.8788 9.3293 -10.1271  -0.546
H: 0.9979 10.7035 -11.0183  0.355
H: 0.4707 9.7266 -9.6055  0.310
H: -0.0768 11.3497 -9.7445  0.306
H: -0.7406 9.2787 -11.8606  0.119
H: -1.5576 10.8385 -11.5406  0.257
H: -2.7843 9.2822 -10.4554  0.326
C: -7.7062 12.1989 -10.5668  -1.254
C: -7.3036 11.0838 -11.4985  0.023
O: -7.7053 9.7661 -10.9889  -0.497
H: -7.5700 13.1429 -11.1009  0.370
H: -7.1564 12.1860 -9.6333  0.330
H: -8.7867 12.1887 -10.3821  0.369
H: -6.2313 11.0759 -11.6557  0.240
H: -7.7320 11.2242 -12.4947  0.261
H: -8.6694 9.7710 -10.9987  0.312
C: -2.9541 8.8105 -15.9092  -1.288
C: -3.2694 8.5183 -14.4588  0.159
O: -3.9423 9.6701 -13.8706  -0.668
H: -2.2454 9.6255 -16.0149  0.330
H: -3.8760 8.9659 -16.4675  0.252
H: -2.4900 7.9183 -16.3419  0.391
H: -2.3620 8.2948 -13.8933  0.274
H: -3.9177 7.6333 -14.4098  0.163
H: -3.9234 9.5649 -12.9080  0.414
C: -7.1316 7.9503 -15.4584  -1.290
C: -7.4014 8.3075 -14.0321  -0.086
O: -6.1879 8.1569 -13.2197  -0.304
H: -6.5844 8.7190 -16.0002  0.294
H: -8.0968 7.9256 -15.9933  0.425
H: -6.7315 6.9457 -15.5602  0.319
H: -8.1211 7.6260 -13.5885  0.354
H: -7.7211 9.3462 -13.9598  0.153
H: -5.5470 8.8719 -13.4721  0.479

Its HOMO-LUMO gap (alpha / beta) is 7.54 / 7.55 eV. For the energy, the calculation gives -44619.3774 eV. As for the spin multiplicity: 4. As for the charge: +1.

***

Entry from the Open Molecules 2025 dataset: a structure of composition C29H55Cl9N8O15 in a non-equilibrium geometry (ωB97M-V with the def2-TZVPD basis set).

Each line ends with the Mulliken charge.
Cartesian coordinates (Å):
C: -16.0430 5.4101 -4.9901  -1.880
C: -14.9306 4.6476 -5.7171  1.931
C: -15.1239 4.6441 -7.2869  -0.792
N: -13.9607 3.9740 -8.1061  1.122
C: -12.6595 4.8151 -8.0218  0.069
C: -14.5301 3.8658 -9.5645  -1.354
C: -13.7797 2.6350 -10.0758  1.866
C: -13.8717 1.6389 -8.9238  0.702
C: -13.7488 2.4915 -7.6725  -0.338
H: -15.9365 5.3420 -3.9075  0.689
H: -16.9768 4.9079 -5.2431  0.347
H: -16.0427 6.4750 -5.2227  0.148
H: -15.0396 3.6698 -5.2480  -0.911
H: -13.9376 4.9844 -5.4193  -0.940
H: -15.0417 5.6520 -7.6936  0.497
H: -16.0836 4.2076 -7.5634  0.599
H: -12.8565 5.6528 -8.6908  0.224
H: -11.8511 4.2016 -8.4196  -0.430
H: -12.4607 5.1146 -6.9928  0.091
H: -14.4525 4.7965 -10.1264  -0.531
H: -15.5814 3.5859 -9.4977  0.862
H: -12.7431 2.9573 -10.1740  -1.345
H: -14.1159 2.2265 -11.0287  -0.335
H: -13.0390 0.9540 -9.0836  1.020
H: -14.8216 1.1324 -9.0948  -0.425
H: -12.7765 2.3480 -7.2013  0.729
H: -14.5355 2.2626 -6.9535  -1.039
C: -14.4733 11.5347 -4.3723  -1.178
C: -15.3965 10.2314 -4.2836  -0.461
N: -15.4653 9.5867 -5.6139  0.231
C: -15.3262 8.2357 -5.7528  -2.186
C: -15.3600 8.0764 -7.1786  1.117
N: -15.7990 9.2980 -7.7496  0.630
C: -15.7984 10.2822 -6.7903  -0.268
C: -15.9953 9.5243 -9.1845  -1.082
H: -15.0968 12.1956 -4.9744  0.349
H: -13.6057 11.3389 -5.0024  0.345
H: -14.1413 11.9873 -3.4379  0.369
H: -16.4034 10.3565 -3.8854  0.385
H: -14.8791 9.5223 -3.6375  0.292
H: -15.1178 7.4891 -5.0008  1.262
H: -15.3099 7.1999 -7.8076  -1.064
H: -15.9610 11.3342 -6.9725  0.400
H: -16.3910 10.5193 -9.3882  0.491
H: -16.7052 8.7707 -9.5255  0.195
H: -15.1067 9.2042 -9.7285  -0.085
Cl: -12.6054 6.7505 -4.2762  1.620
O: -12.3539 6.1215 -5.5308  -0.664
O: -11.3513 6.6105 -3.5575  -0.759
O: -13.0145 8.0964 -4.4474  -0.627
O: -13.6496 6.0586 -3.6062  -0.637
C: -13.5908 8.5659 -10.5283  -1.749
C: -13.7104 7.1488 -10.0196  1.078
O: -14.1438 7.0734 -8.6724  -0.331
H: -12.6907 9.0969 -10.2183  0.385
H: -14.4788 9.1809 -10.3826  0.486
H: -13.4377 8.3403 -11.5836  0.522
H: -12.7221 6.7088 -10.1528  -0.781
H: -14.3884 6.5898 -10.6646  -0.062
C: -16.5870 1.0886 -5.9582  0.630
Cl: -16.5103 2.8053 -6.3552  0.558
Cl: -15.6445 0.0437 -6.9857  -0.286
Cl: -15.8928 0.9211 -4.3131  -0.080
Cl: -18.2844 0.6202 -5.9727  -0.188
C: -19.5537 4.5991 -6.9900  0.311
Cl: -17.8127 4.8667 -6.9074  0.087
Cl: -20.2658 5.2886 -8.5308  -0.177
Cl: -19.8595 2.8115 -6.8404  -0.182
Cl: -20.3409 5.2926 -5.6483  -0.121
C: -16.7217 1.2246 -11.1439  -0.687
N: -15.9733 2.3727 -11.8224  0.759
O: -14.8934 2.1375 -12.3086  -0.492
O: -16.2737 3.5572 -11.4575  -0.420
H: -17.6548 1.1611 -11.7038  0.396
H: -16.8826 1.4940 -10.1001  0.229
H: -16.1167 0.3204 -11.2116  0.191
C: -12.5451 3.8967 -3.5854  -0.934
N: -12.9847 3.0097 -4.6649  0.959
O: -12.6004 3.1754 -5.8587  -0.406
O: -13.7140 2.0713 -4.3270  -0.669
H: -13.3767 4.5380 -3.2934  0.458
H: -11.7077 4.3979 -4.0707  0.355
H: -12.2291 3.2758 -2.7471  0.327
C: -15.2471 -2.3250 -8.8884  -1.006
N: -14.6640 -1.2046 -9.7073  0.443
O: -14.5486 -0.0245 -9.2259  -0.311
O: -14.3290 -1.5253 -10.8251  -0.500
H: -14.4230 -2.7657 -8.3275  0.357
H: -15.7099 -3.1336 -9.4542  0.305
H: -15.9622 -1.8088 -8.2479  0.433
C: -13.3412 0.3108 -11.4666  1.940
N: -11.8988 0.1698 -11.1832  1.259
O: -11.3929 0.7300 -10.2096  -0.629
O: -11.2024 -0.4213 -12.0460  -0.730
H: -13.9049 0.6001 -10.5796  -2.664
H: -13.7210 -0.6404 -11.8393  0.524
H: -13.4387 1.0384 -12.2723  0.406
C: -16.7093 7.0223 -9.9782  -1.917
N: -16.8508 6.0881 -8.8599  1.223
O: -17.1269 6.5343 -7.7050  -0.436
O: -16.6791 4.8997 -9.0559  -0.125
H: -16.4875 6.4253 -10.8628  0.415
H: -16.0127 7.8209 -9.7233  0.770
H: -17.6959 7.4538 -10.1469  0.313
C: -11.0872 3.0616 -10.8681  -0.537
C: -10.8879 4.2757 -10.1979  -1.223
C: -11.3798 5.4302 -10.8230  0.231
C: -12.0579 5.3470 -12.0098  -0.773
C: -12.2918 4.1010 -12.6255  -0.901
C: -11.8198 2.9413 -12.0851  -0.594
H: -10.6359 2.1709 -10.4565  0.511
H: -10.2747 4.3703 -9.3139  0.707
H: -11.0903 6.4091 -10.4706  0.845
H: -12.3151 6.2719 -12.5046  0.434
H: -12.8834 4.0871 -13.5289  0.383
H: -11.8824 1.9543 -12.5192  1.436

Its HOMO-LUMO gap is 5.91 eV. For the energy, the calculation gives -186245.7864 eV. As for the charge: 0.

***

Entry from the Open Molecules 2025 dataset: a cluster of 4 separate species, C2H10O5 in total in a non-equilibrium geometry (ωB97M-V with the def2-TZVPD basis set).

Each line ends with the Mulliken charge.
Cartesian coordinates (Å):
H: -0.6867 1.6726 -0.8412  0.504
O: -1.0551 0.8322 -1.8827  -0.728
O: -0.0421 1.8707 0.0207  -0.582
H: -1.1648 0.0711 -1.2784  0.417
H: -0.1211 0.6608 -2.1483  0.395
C: 0.1715 0.7625 0.6750  0.979
O: -0.2537 -0.3384 0.3214  -0.803
C: 0.8383 1.0003 2.0071  -1.054
H: 0.7368 0.0694 2.5713  0.259
H: 1.8930 1.1923 1.8379  0.280
H: 0.5715 1.9266 2.5135  0.311
O: 0.8200 -0.8940 -2.9586  -0.627
H: 0.9561 -0.8736 -3.9121  0.300
H: 0.4757 -1.7956 -2.8261  0.323
O: -0.9048 -2.3587 2.1482  -0.649
H: -1.8322 -2.1556 2.0232  0.297
H: -0.4024 -1.6425 1.7291  0.379

Its SMILES is CC(=O)O.O.O.O. Its HOMO-LUMO gap is 11.04 eV. For the energy, the calculation gives -12474.1213 eV. As for the charge: 0.

***

Entry from the Open Molecules 2025 dataset: a structure of composition C7H14N2OPZr in a non-equilibrium geometry (ωB97M-V with the def2-TZVPD basis set).

Each line ends with the Mulliken charge.
Cartesian coordinates (Å):
C: -0.9251 -0.8506 0.8389  -0.715
C: -0.8493 -2.0607 0.0690  -0.285
C: -1.4812 -2.0435 -1.2359  -0.465
C: -2.1932 -0.8109 -1.3990  -0.312
C: -2.0772 0.1151 -0.3232  -0.589
Zr: 0.0638 -0.1302 -1.0115  1.196
P: 2.3220 -0.7638 0.3941  -0.273
H: -0.5028 -0.9414 1.8977  0.297
H: -0.2569 -2.9702 0.3726  0.347
H: -1.5461 -2.8727 -1.9024  0.483
H: -2.6771 1.1014 -0.5258  0.263
H: -2.7592 -0.6422 -2.3649  0.333
H: 3.5523 -0.1375 0.0528  0.120
H: 2.8477 -2.0952 0.5237  0.138
H: 2.5833 -0.3144 1.7310  0.119
C: 0.6207 4.4432 -0.8340  -0.814
N: 0.2657 3.8851 0.4694  -0.214
C: 0.1054 2.5748 0.7291  0.710
N: -0.1391 2.2312 2.0196  -0.333
O: 0.1897 1.6883 -0.1966  -0.486
H: 0.4825 3.6953 -1.6157  0.267
H: 1.6701 4.7669 -0.8491  0.310
H: -0.0173 5.3053 -1.0659  0.305
H: 0.2426 4.5522 1.2446  0.214
H: -0.4334 1.2432 2.1728  0.192
H: -0.2718 2.8587 2.7456  0.193

Its HOMO-LUMO gap is 5.88 eV. For the energy, the calculation gives -23073.4645 eV. As for the charge: +1.

***

Entry from the Open Molecules 2025 dataset: the ion C7H12N3 with charge +1 in a non-equilibrium geometry (ωB97M-V with the def2-TZVPD basis set).

Each line ends with the Mulliken charge.
Cartesian coordinates (Å):
C: -0.2436 2.2679 1.0424  -0.167
C: -1.1356 1.2678 1.3527  -0.427
C: -1.1140 0.0183 0.3629  0.071
C: -0.4757 -0.4271 -1.0401  -0.435
C: 0.8958 -0.8576 1.7683  -0.990
C: 0.7705 -0.6183 -2.9965  -0.877
C: -0.5365 -1.0273 1.3717  -0.643
N: 0.5187 2.0326 -0.0874  0.395
N: 1.0005 1.7103 -1.0723  -0.208
N: 0.5643 -0.1581 -1.7403  -0.130
H: -0.2472 3.2428 1.5600  0.379
H: -1.9020 1.2807 2.1583  0.416
H: -2.0621 -0.1337 0.0253  0.413
H: -1.0339 -1.2949 -1.4093  0.399
H: 1.2838 -1.7074 2.3832  0.376
H: 1.1148 0.0547 2.4176  0.262
H: 1.4504 -0.6204 0.8045  0.222
H: 1.8952 -0.5904 -3.1669  0.298
H: 0.4199 -1.6020 -3.3257  0.344
H: 0.4476 0.2115 -3.5918  0.350
H: -0.4575 -1.9836 0.9384  0.487
H: -1.1535 -1.0659 2.2449  0.464

Its SMILES is CC[C@@H](/C=C\[N+]#N)/C=N/C. Its HOMO-LUMO gap is 8.49 eV. For the energy, the calculation gives -11911.8278 eV. As for the charge: +1.

***

Entry from the Open Molecules 2025 dataset: an isolated molecule of C3H4Cl2N2S (ωB97M-V with the def2-TZVPD basis set).

Each line ends with the Mulliken charge.
Cartesian coordinates (Å):
C: 1.2096 1.1708 0.0800  0.612
C: -0.1659 0.9990 -0.4720  -0.610
C: -1.1192 0.1970 -0.0072  0.485
H: 1.2495 -2.1301 -0.0266  0.112
H: 2.8977 0.1944 0.6736  0.247
H: 2.5087 2.3553 0.7806  0.207
H: -0.4185 1.6731 -1.2746  0.342
N: 1.9850 0.0271 0.2291  -0.314
N: 1.5409 2.3516 0.4246  -0.655
S: 1.9366 -1.3183 -0.8057  -0.100
Cl: -2.6940 0.1691 -0.7103  -0.173
Cl: -0.9207 -0.8662 1.3313  -0.151

Its SMILES is [H]/N=C(/C=C(Cl)Cl)NS. Its HOMO-LUMO gap is 9.88 eV. For the energy, the calculation gives -42034.9953 eV. As for the charge: 0.

***

Q: What is the energy in the fourth record?
A: -23073.4645 eV

***

Q: Look up the energy of the fourth one.
A: -23073.4645 eV